{"formula": "C5H13NO", "method": "ωB97M-V/def2-TZVPD", "species": ["C", "C", "N", "C", "C", "C", "O", "H", "H", "H", "H", "H", "H", "H", "H", "H", "H", "H", "H", "H"], "positions_angstrom": [[0.202082, 0.179950, -2.856301], [-1.080188, 0.342976, -2.012343], [-0.737297, 0.579050, -0.589415], [-0.197082, -0.576147, 0.148746], [0.088148, -0.151477, 1.584349], [0.775337, -1.253920, 2.368472], [0.894563, 1.030593, 1.548426], [0.786895, -0.694270, -2.583341], [-0.073250, -0.047518, -3.935656], [0.886885, 1.014475, -2.791844], [-1.738670, -0.551975, -2.110092], [-1.586702, 1.210030, -2.320695], [-1.584955, 0.886986, -0.167761], [0.745951, -0.884895, -0.303772], [-0.864496, -1.432251, 0.136348], [-0.909794, 0.084067, 1.959032], [1.767831, -1.468792, 1.950227], [0.165615, -2.149762, 2.434396], [0.984105, -0.907458, 3.389394], [0.695377, 1.394974, 0.684724]], "forces_ev_per_angstrom": [[-0.883, -1.043, -1.271], [1.790, -1.426, 0.841], [0.556, -0.540, -0.710], [0.203, 0.427, -0.364], [0.076, 0.025, -0.827], [0.435, 0.726, 0.553], [-0.104, -0.819, 0.623], [-0.074, -0.190, 0.360], [0.289, 0.648, 1.146], [-0.167, 0.437, -0.050], [0.321, 0.467, -0.158], [-0.873, 1.034, -0.589], [-0.600, 0.216, 0.724], [0.019, 0.042, -0.174], [-0.296, -0.348, 0.028], [-0.033, 0.110, 0.752], [-0.363, -0.092, -0.187], [-0.027, -0.133, -0.117], [-0.218, -0.063, -0.144], [-0.050, 0.524, -0.438]], "mulliken_charge": [-1.114, -0.420, -0.332, -0.906, 0.473, -1.391, -0.578, 0.320, 0.336, 0.292, 0.290, 0.381, 0.154, 0.418, 0.405, 0.210, 0.345, 0.359, 0.359, 0.398], "gap_ev": 10.406, "de_lowest_kj_mol": 87.7}